2 unconnected molecules or ions with the total composition C5H4N2O3. Source: the Open Molecules 2025 dataset; level of theory: ωB97M-V/def2-TZVPD.

```
14
Properties=species:S:1:pos:R:3:mulliken_charge:R:1
N 1.737 -0.982 -2.654 -0.4010
C 1.483 -0.050 -2.006 0.1814
C 1.157 0.818 -0.913 0.3539
C 1.780 1.036 0.290 -0.2003
N 0.813 1.137 1.254 -0.4857
C -0.316 1.074 0.610 0.7435
C -1.649 0.648 1.117 -0.2361
O -1.827 0.364 2.274 -0.4449
O -0.149 1.136 -0.720 -0.2989
H 2.836 0.927 0.523 0.4166
H -2.450 0.615 0.354 0.3582
O -1.324 -1.898 -0.108 -0.6261
H -0.735 -2.409 -0.724 0.3260
H -1.358 -2.416 0.703 0.3134
```

## Properties
LUMO   -0.9 eV
Frontier orbital gap   9.0615 eV
SMILES string   N#Cc1cnc(C=O)o1.O
Spin multiplicity   1
Energy relative to the best compared isomer or geometry (same formula, charge and spin)   146.3 kJ/mol

2 unconnected molecules or ions with the total composition C10H16. Source: the Open Molecules 2025 dataset; level of theory: ωB97M-V/def2-TZVPD.

```
26
Properties=species:S:1:pos:R:3:mulliken_charge:R:1
C -2.139 -0.927 -1.612 -1.3680
C -0.854 -1.345 -0.761 1.0363
C 0.342 -1.155 -1.393 -0.7622
C 1.475 -1.788 -0.780 -0.2678
C 1.369 -2.498 0.286 -0.4967
C 0.151 -2.805 0.881 -0.3654
C -0.987 -2.280 0.317 -0.5524
H -2.135 -1.110 -2.626 0.3861
H -2.320 0.189 -1.544 0.2469
H -3.005 -1.471 -1.202 0.3383
H 0.536 -0.736 -2.285 0.5760
H 2.417 -1.698 -1.379 0.2741
H 2.183 -3.110 0.566 0.3844
H 0.176 -3.172 1.957 0.2645
H -1.908 -2.432 0.855 0.2992
C 0.541 2.880 -0.333 -1.1430
C 1.024 2.087 0.892 0.0549
C -0.103 2.112 1.946 -0.9537
H -0.343 2.377 -0.797 0.2056
H 1.400 3.037 -1.026 0.3324
H 0.303 3.976 -0.330 0.3898
H 1.197 1.052 0.599 -0.0186
H 1.921 2.558 1.266 0.3406
H -0.628 3.004 1.665 0.2936
H -0.781 1.159 1.848 0.1667
H 0.167 2.097 2.991 0.3384
```

## Properties
LUMO   1.0 eV
Frontier orbital gap   10.2430 eV
SMILES string   Cc1ccccc1.CCC
Spin multiplicity   1
Energy relative to the best compared isomer or geometry (same formula, charge and spin)   206.2 kJ/mol

2 unconnected molecules or ions with the total composition C2H5NS2. Source: the Open Molecules 2025 dataset; level of theory: ωB97M-V/def2-TZVPD.

```
10
Properties=species:S:1:pos:R:3:mulliken_charge:R:1
C 0.412 -0.180 -0.626 -0.2058
C -0.298 -1.529 1.349 -0.8085
N -0.714 1.998 -1.410 -0.5598
S 1.981 0.647 -0.332 -0.2122
S -0.032 1.416 -0.128 0.3071
H 0.070 -0.649 -1.563 0.3331
H -0.056 -2.453 0.971 0.3422
H -1.302 -1.072 1.449 0.3373
H 0.688 -1.157 1.876 0.2386
H -0.749 2.979 -1.585 0.2279
```

## Properties
LUMO (spin up / spin down)   -0.4 / -0.1 eV
Frontier orbital gap (spin up / spin down)   7.9670 / 8.1793 eV
Spin multiplicity   1
Energy relative to the best compared isomer or geometry (same formula, charge and spin)   560.9 kJ/mol

A molecular structure, C5H6N2O2. Source: the Open Molecules 2025 dataset; level of theory: ωB97M-V/def2-TZVPD.

```
15
Properties=species:S:1:pos:R:3:mulliken_charge:R:1
C 0.300 -1.916 -2.133 -1.5698
C 0.118 -0.844 -0.972 0.9593
C -0.339 0.302 -1.173 -0.3743
C -0.518 1.463 -0.274 0.4339
C 0.285 -0.300 1.195 0.3998
H 1.370 -2.044 -2.729 0.2138
H 0.335 -2.678 -1.779 0.6993
H -0.521 -1.789 -2.915 0.2905
H -0.731 0.760 -2.454 0.0853
H -0.281 1.747 1.951 0.3875
H 0.686 -1.581 2.487 0.3625
N -0.182 0.900 0.989 -0.2037
N 0.486 -1.264 0.218 -0.6119
O -0.780 2.616 -0.363 -0.5888
O 0.523 -0.627 2.505 -0.4834
```

## Properties
LUMO   0.4 eV
Frontier orbital gap   9.4718 eV
Spin multiplicity   1
Energy relative to the best compared isomer or geometry (same formula, charge and spin)   453.8 kJ/mol

6 unconnected molecules or ions with the total composition C38H80BBr2F3N3O7S. Source: the Open Molecules 2025 dataset; level of theory: ωB97M-V/def2-TZVPD.

```
135
Properties=species:S:1:pos:R:3:mulliken_charge:R:1
C -1.736 -6.707 -4.613 -0.3106
C -0.639 -6.134 -3.905 -0.4231
C 0.372 -5.315 -2.906 -0.0398
C 1.102 -4.067 -3.740 -0.3334
C 1.741 -3.078 -2.595 -0.6519
C 2.776 -1.934 -3.241 0.4349
C 2.294 -1.407 -4.718 -0.7913
N 2.976 -0.143 -5.190 0.6808
B 1.894 0.902 -5.400 0.3579
N 0.793 1.273 -4.421 -0.1426
O 1.860 1.620 -6.722 -0.5936
C 4.110 0.330 -4.257 0.0723
N 4.397 1.775 -4.720 -0.4050
C 5.535 -0.482 -4.588 -0.3591
C 5.618 -1.780 -5.309 -0.8909
C 3.697 0.257 -2.659 -0.2744
C 5.073 -0.135 -1.794 -0.3413
C 4.841 0.041 -0.148 -0.3925
C 5.968 -0.899 0.619 0.2996
F 6.121 -0.547 2.080 -0.3367
Br 7.835 -0.679 -0.163 -0.0984
C 5.653 -2.507 0.567 0.4771
F 5.986 -3.082 1.923 -0.2771
F 4.268 -2.866 0.186 -0.1773
Br 6.921 -3.466 -0.712 -0.0602
C 3.091 1.676 -2.062 -0.9044
S 1.635 1.208 -0.915 0.0716
C 0.959 2.800 -0.102 -0.3257
C 0.480 3.914 -1.229 -0.5606
O 2.713 -0.783 -2.328 -0.0935
H -2.645 -7.213 -5.156 0.3626
H -0.212 -4.786 -2.022 0.3186
H 1.178 -6.008 -2.383 0.1271
H 0.324 -3.433 -4.344 0.2398
H 1.994 -4.427 -4.415 0.2076
H 0.933 -2.523 -1.936 0.4386
H 2.348 -3.763 -1.829 -0.0806
H 3.856 -2.380 -3.199 0.0539
H 1.109 -1.335 -4.677 -0.0616
H 2.514 -2.285 -5.497 0.2909
H 3.381 -0.344 -6.154 0.6747
H 0.039 0.551 -4.448 0.0823
H 0.443 2.224 -4.687 0.1594
H 1.126 1.162 -7.267 0.3280
H 5.081 2.238 -4.063 0.3650
H 4.849 1.768 -5.669 0.3160
H 6.513 0.085 -4.203 0.3054
H 4.838 -2.662 -5.206 0.1582
H 6.546 -1.960 -6.002 0.2987
H 5.970 0.590 -2.050 0.3861
H 5.363 -1.286 -1.925 -0.0111
H 4.969 1.148 0.216 0.3641
H 3.795 -0.350 0.203 0.2007
H 3.917 2.296 -1.504 0.4414
H 2.621 2.378 -2.870 0.5662
H 0.007 2.470 0.526 0.1281
H 1.779 3.238 0.636 0.2879
H -0.630 4.283 -1.052 0.2909
H 0.520 3.361 -2.283 -0.0258
H 1.170 4.870 -1.236 0.2080
C -4.885 0.178 -5.405 -1.0447
C -3.884 0.865 -4.491 -0.4166
O -2.649 1.174 -5.132 -0.2851
C -2.719 2.048 -6.257 -0.2167
C -3.300 3.412 -5.927 -1.1210
H -4.459 -0.747 -5.814 0.2998
H -5.799 -0.067 -4.855 0.3809
H -5.165 0.809 -6.251 0.2641
H -3.647 0.192 -3.662 0.3143
H -4.312 1.766 -4.042 0.3207
H -3.271 1.569 -7.072 0.3389
H -1.692 2.180 -6.618 0.1947
H -4.329 3.343 -5.568 0.2760
H -3.296 4.052 -6.815 0.3984
H -2.712 3.899 -5.141 0.2852
C -2.082 5.179 3.894 -0.9839
C -2.306 3.940 3.043 -0.0810
O -1.162 3.094 2.959 -0.3175
C -0.674 2.563 4.189 -0.4481
C -1.693 1.711 4.925 -0.6640
H -1.240 5.764 3.505 0.3155
H -2.978 5.808 3.896 0.3831
H -1.851 4.925 4.930 0.1542
H -2.540 4.254 2.020 0.3465
H -3.172 3.371 3.394 0.0402
H -0.299 3.371 4.826 0.3250
H 0.193 1.940 3.940 0.3317
H -2.580 2.284 5.206 -0.0528
H -1.256 1.300 5.840 0.4457
H -2.027 0.881 4.293 0.2310
C 4.035 -9.782 -1.318 -1.0544
C 4.536 -8.677 -2.233 -0.3247
O 3.966 -7.401 -1.948 -0.4118
C 4.203 -6.879 -0.643 -0.0684
C 5.677 -6.690 -0.326 -1.0039
H 2.942 -9.863 -1.377 0.2848
H 4.476 -10.743 -1.603 0.4030
H 4.291 -9.594 -0.274 0.2648
H 4.257 -8.921 -3.263 0.3381
H 5.628 -8.615 -2.217 0.3058
H 3.714 -7.507 0.109 0.3324
H 3.706 -5.903 -0.599 0.0484
H 6.225 -7.635 -0.347 0.3055
H 5.799 -6.253 0.670 0.4000
H 6.144 -6.025 -1.060 0.1490
C -6.794 1.221 3.744 -1.0234
C -5.779 0.209 4.250 -0.3489
O -5.092 0.633 5.424 -0.3765
C -5.897 0.892 6.572 -0.1348
C -6.689 -0.318 7.040 -1.2555
H -6.308 2.183 3.539 0.2208
H -7.266 0.861 2.823 0.4051
H -7.585 1.405 4.474 0.2695
H -5.018 0.060 3.477 0.3450
H -6.244 -0.767 4.416 0.3292
H -6.555 1.747 6.386 0.2798
H -5.214 1.197 7.373 0.2913
H -7.395 -0.663 6.281 0.2906
H -7.258 -0.074 7.942 0.4054
H -6.015 -1.152 7.265 0.3061
C -5.564 5.987 7.113 -1.2044
C -4.703 4.743 7.250 0.0432
O -3.352 5.024 7.609 -0.3492
C -3.153 5.699 8.849 -0.3800
C -3.688 4.932 10.047 -1.0264
H -5.136 6.670 6.368 0.2859
H -6.579 5.717 6.802 0.4058
H -5.639 6.537 8.053 0.2972
H -4.670 4.231 6.283 0.1769
H -5.143 4.034 7.958 0.1581
H -3.578 6.707 8.802 0.3260
H -2.070 5.827 8.967 0.3191
H -4.768 4.781 9.987 0.2540
H -3.476 5.476 10.972 0.3894
H -3.222 3.943 10.107 0.2854
```

## Properties
LUMO   -2.9 eV
Frontier orbital gap   7.6991 eV
Spin multiplicity   1
Total charge   +1

2 unconnected molecules or ions with the total composition C2H4OS3. Source: the Open Molecules 2025 dataset; level of theory: ωB97M-V/def2-TZVPD.

```
10
Properties=species:S:1:pos:R:3:mulliken_charge:R:1
C -1.114 -1.357 0.183 -0.0627
C -0.881 -0.181 -0.737 -0.8081
O 1.593 2.573 0.965 -0.3764
S -2.258 -1.162 1.313 -0.2404
S 2.960 0.223 0.207 -0.1203
S 2.890 1.892 1.170 0.4869
H -0.518 -2.178 -0.153 0.2980
H -0.004 -0.298 -1.360 0.2671
H -0.908 0.738 -0.156 0.2519
H -1.761 -0.249 -1.431 0.3039
```

## Properties
LUMO   -2.3 eV
Frontier orbital gap   6.3189 eV
Spin multiplicity   1
Energy relative to the best compared isomer or geometry (same formula, charge and spin)   194.1 kJ/mol